#i
Computed, not measured: C2H3O2PTb as an isolated structure, with the ωB97M-V functional and the def2-TZVPD basis.

Element x y z (Å)
1 H 0.5625 -0.9278 -1.5221
2 O -1.6141 0.8677 -0.1062
3 C -0.3874 0.8497 -0.4338
4 H 0.0687 1.6667 -1.0220
5 C 0.3398 -0.4281 -0.5748
6 O 0.1679 -1.1887 0.5237
7 Tb -2.7828 -0.5550 1.1581
8 P 1.1948 0.1268 1.1805
9 H 2.4505 -0.4115 0.7965

Properties
- total charge = +3
- HOMO energy (alpha / beta) (eV) = -23.052 / -22.806
- <S²> = 12.99
- orbital gap (alpha / beta) (Ha) = 0.1839 / 0.2894
- multiplicity = 7

***

#ii
Computed, not measured: C2H3O2PTb as an isolated structure, with the ωB97M-V functional and the def2-TZVPD basis.

Element x y z (Å)
1 O -3.2249 -1.2567 1.5640
2 C -3.2012 -0.0914 1.2180
3 H -3.6281 1.0253 1.0458
4 P -2.9441 -0.5625 -0.4361
5 C 3.2871 0.3202 -0.6898
6 O 2.1735 0.2627 -0.1958
7 Tb -0.0249 -0.2469 -0.5951
8 H 4.1132 -0.2564 -0.2448
9 H 3.4495 0.8058 -1.6662

Properties
- total charge = +3
- HOMO energy (alpha / beta) (eV) = -23.017 / -22.621
- <S²> = 12.74
- orbital gap (alpha / beta) (Ha) = 0.2749 / 0.2338
- multiplicity = 7

***

Name the least stable of them. #ii.